35
Properties=species:S:1:pos:R:3:forces:R:3:mulliken_spin:R:1 method="wB97M-V/def2-TZVPD" charge=-2 homo_energy_ev="-3.26 / -3.26" s_squared=3.757 lumo_energy_ev="3.85 / 3.85" homo_lumo_gap_ev="7.108 / 7.106" de_lowest_ev=3.913 spin_multiplicity=4
Co -0.19715 -0.27409 -0.11085 0.5 -2.0 1.0 2.8328
Cl -2.56776 0.25667 2.76622 1.8 -4.1 -2.9 0.0057
O -3.08936 1.52163 2.64836 -1.7 5.1 1.6 0.0027
O -1.93102 -0.11078 3.98816 -0.5 0.7 0.6 0.0020
O -3.60419 -0.64782 2.39241 -0.4 -1.0 0.6 0.0002
O -1.54661 0.22585 1.71333 1.2 -0.2 -0.5 0.0130
Cl 1.72619 -2.30989 2.34090 0.2 -3.4 -1.1 0.0051
O 1.12767 -1.17257 1.74469 -0.2 4.0 -0.2 0.0002
O 2.34297 -3.01429 1.28205 0.8 -1.0 -1.2 0.0003
O 2.72021 -2.16738 3.35424 0.6 2.1 1.0 0.0029
O 0.65292 -3.03862 2.88549 -1.5 -1.3 1.3 0.0010
Cl 2.95506 -0.78484 -2.22046 2.1 -3.1 1.5 0.0016
O 2.95831 -1.00373 -3.67360 -0.8 1.3 1.0 0.0023
O 3.43075 -1.98012 -1.59208 -1.0 -1.4 -0.4 0.0002
O 3.93181 0.15221 -1.76900 -0.1 2.7 -1.1 0.0016
O 1.64241 -0.47086 -1.66777 -0.6 0.8 -1.1 0.0005
B -1.16822 -2.20107 -0.55270 -0.4 -1.2 -0.1 0.0659
H -1.59874 -1.21328 -0.49635 -2.4 3.9 0.5 0.0130
H -1.44320 -2.61648 -1.50981 -0.6 -1.2 -3.6 -0.0019
H -0.10613 -2.22807 -0.36432 4.6 0.4 0.5 0.0234
H -1.55565 -2.86002 0.20883 -1.6 -1.9 3.0 0.0019
C -1.93530 1.61966 -3.68671 0.1 -1.5 -0.4 0.0026
N -1.54814 0.45100 -2.82137 0.5 -2.4 1.3 -0.0003
O -1.17790 0.73949 -1.69101 0.2 1.6 0.1 0.0218
O -1.59501 -0.72283 -3.18317 -0.3 2.8 -0.8 -0.0107
H -1.48432 2.55965 -3.36869 0.1 -0.5 0.2 0.0003
H -3.02418 1.64682 -3.64530 0.1 0.1 -0.3 0.0002
H -1.53894 1.22247 -4.62117 -0.4 0.8 -0.4 0.0004
C 0.86954 2.81964 2.27567 -0.3 -1.2 0.0 0.0022
N 1.45150 2.42399 0.96313 -1.0 1.6 -1.3 -0.0022
O 0.94735 1.47570 0.40476 0.3 -0.6 -0.3 0.0057
O 2.21033 3.18864 0.39881 0.2 -0.4 0.7 0.0076
H 0.66662 3.89059 2.27811 0.7 -0.2 0.2 -0.0002
H 1.54299 2.36174 3.00016 0.0 0.7 0.3 -0.0001
H -0.06487 2.26094 2.32896 0.0 0.0 0.1 -0.0014